(1)
The following is a DFT calculation (ωB97M-V/def2-TZVPD) of a molecular structure, C5H10O.

E_HOMO ... -0.3177 Ha
Energy above the lowest of the compared OMol25 structures with the same formula, charge and spin ... 3.859 eV

Geometry (Å):
C 2.2326 -0.2341 -0.2607
C 0.8405 -0.4509 0.3693
C -0.2930 0.1632 -0.4228
C -2.1124 -0.6278 0.2901
C -0.4800 1.6005 -0.3824
O 0.4294 2.4117 -0.2834
H 2.4867 0.8281 -0.3095
H 2.9999 -0.7409 0.3400
H 2.2726 -0.6466 -1.2731
H 0.6579 -1.5261 0.4460
H 0.8582 -0.0310 1.3884
H -1.2025 -0.4613 -0.8004
H -1.9390 -0.3307 1.3089
H -3.0166 -0.1676 -0.1328
H -2.2054 -1.7216 0.2020
H -1.5288 1.9353 -0.4797

Cartesian forces (eV/Å) of the 3 atoms listed first:
C -0.079 0.021 -0.072
C -0.158 -0.200 -0.025
C -1.096 -0.329 0.759

---

(2)
The following is a DFT calculation (ωB97M-V/def2-TZVPD) of a single C5H10O molecule.

E_HOMO ... -0.3642 Ha
SMILES ... C[C@@H]1OC1(C)C
Energy above the lowest of the compared OMol25 structures with the same formula, charge and spin ... 1.471 eV

Geometry (Å):
C -1.7756 0.6178 -0.7298
C -0.4542 0.2376 -0.1050
C -0.5283 -0.1134 1.3858
C 0.7179 -0.2469 -0.8461
O 0.4983 1.1458 -0.7357
C 1.9860 -0.5902 -0.0993
H -1.6954 0.6468 -1.8188
H -1.9380 1.6524 -0.3946
H -2.6364 0.0230 -0.4143
H 0.5610 -0.7456 -1.8031
H -0.0279 0.5993 2.0394
H -0.0818 -1.1008 1.5632
H -1.5731 -0.1953 1.7061
H 1.9492 -1.5481 0.4218
H 2.8265 -0.5897 -0.7984
H 2.1718 0.2073 0.6289

Cartesian forces (eV/Å) of the 3 atoms listed first:
C -0.107 -0.114 -0.086
C -0.171 0.036 0.057
C 0.094 0.196 0.016

---

(3)
The following is a DFT calculation (ωB97M-V/def2-TZVPD) of a single C5H10O molecule.

E_HOMO ... -0.3577 Ha
SMILES ... CC(=O)C(C)C
Energy above the lowest of the compared OMol25 structures with the same formula, charge and spin ... 1.406 eV

Geometry (Å):
C -1.4926 0.9785 -0.4261
C -0.5664 -0.2302 -0.2704
C -0.7508 -0.8603 1.1399
C 0.8370 -0.0357 -0.7524
O 0.9014 -0.0721 -1.9789
C 2.0995 -0.0008 0.0452
H -1.2847 1.4814 -1.3735
H -1.4272 1.7028 0.3918
H -2.5279 0.6141 -0.4638
H -0.6217 -0.6525 -1.3710
H -0.6018 -0.1144 1.9497
H -0.0645 -1.6856 1.3575
H -1.7699 -1.2352 1.2790
H 2.0327 0.6057 0.9483
H 2.3644 -1.0225 0.3458
H 2.8733 0.3663 -0.6298

Cartesian forces (eV/Å) of the 3 atoms listed first:
C 0.020 0.278 -0.036
C -0.120 -0.031 -0.814
C -0.007 -0.193 -0.432

---

(4)
The following is a DFT calculation (ωB97M-V/def2-TZVPD) of a molecular structure, C5H10O.

E_HOMO ... -0.3501 Ha
Energy above the lowest of the compared OMol25 structures with the same formula, charge and spin ... 1.466 eV

Geometry (Å):
C -1.2812 -1.2472 -0.0736
C -0.3271 -0.0371 -0.0257
C -0.8323 1.4318 -0.1669
C 0.8974 -0.3476 0.8907
C 1.6891 0.1371 -0.3163
O 0.5697 -0.0766 -1.1764
H -2.1825 -1.1095 -0.6765
H -1.5842 -1.6206 0.9160
H -0.6989 -2.0580 -0.5317
H -1.4452 1.4812 -1.0773
H 0.0251 2.0853 -0.4004
H -1.3743 1.9037 0.6558
H 1.0085 -1.4345 1.0035
H 1.0371 0.1206 1.8690
H 2.5409 -0.4284 -0.6875
H 1.9580 1.1999 -0.2027

Cartesian forces (eV/Å) of the 3 atoms listed first:
C -0.045 0.200 -0.118
C -0.140 -0.001 -0.174
C -0.119 -0.189 0.199

---

(5)
The following is a DFT calculation (ωB97M-V/def2-TZVPD) of a single C5H10O molecule.

E_HOMO ... -0.3644 Ha
SMILES ... OC1CCCC1
Energy above the lowest of the compared OMol25 structures with the same formula, charge and spin ... 1.819 eV

Geometry (Å):
O -1.9807 0.0822 0.7085
C -1.0863 0.2081 -0.3916
C -0.2298 -1.0833 -0.6298
C 0.9913 -0.8787 0.3358
C 1.2591 0.6052 0.3620
C -0.0872 1.3349 -0.0137
H -2.6377 -0.5935 0.4974
H -1.6776 0.4622 -1.2964
H -0.8599 -1.9613 -0.4060
H 0.0346 -1.1335 -1.6901
H 2.1056 -1.1109 0.4389
H 0.6897 -1.2644 1.3106
H 1.9651 0.4980 1.2492
H 2.0144 0.9054 -0.3671
H -0.5406 1.9282 0.7792
H 0.0400 2.0013 -0.8868

Cartesian forces (eV/Å) of the 3 atoms listed first:
O -0.099 -0.306 0.065
C 0.601 0.002 -0.099
C 0.479 -0.030 0.037

---

(6)
The following is a DFT calculation (ωB97M-V/def2-TZVPD) of a single C5H10O molecule.

E_HOMO ... -0.3605 Ha
SMILES ... CC(C)CC=O
Energy above the lowest of the compared OMol25 structures with the same formula, charge and spin ... 1.083 eV

Geometry (Å):
O -1.6966 0.0608 2.0055
C -0.4994 0.0407 2.1911
C 0.4975 0.1380 1.0440
C -0.1819 0.0758 -0.3616
C -0.3023 -1.3207 -0.8962
C 0.4124 1.1114 -1.3526
H -0.2288 0.2685 3.2332
H 1.1167 -0.7637 1.1388
H 1.0419 1.0731 1.1089
H -1.2216 0.3408 -0.1615
H -0.8975 -1.9635 -0.2517
H -0.7659 -1.2763 -1.8806
H 0.6732 -1.7974 -1.0896
H 1.2713 1.6311 -0.8948
H -0.1760 1.9104 -1.7865
H 0.9570 0.4708 -2.0464

Cartesian forces (eV/Å) of the 3 atoms listed first:
O 0.157 -0.758 -0.078
C -1.312 2.086 -0.464
C -0.776 -1.348 -0.622

---

(7)
The following is a DFT calculation (ωB97M-V/def2-TZVPD) of a single C5H10O molecule.

E_HOMO ... -0.3029 Ha
Energy above the lowest of the compared OMol25 structures with the same formula, charge and spin ... 4.016 eV

Geometry (Å):
C -0.7403 0.6526 -2.0477
C -1.0994 -0.1302 -0.8550
C -0.1333 0.3020 1.6580
O 0.7095 1.0041 2.5483
C 0.7270 -0.2550 0.5008
C -0.0482 -1.1088 -0.5349
H 0.3140 0.6617 -2.3735
H -1.3135 0.0792 -2.8016
H -1.1611 1.6582 -2.0575
H -0.6503 -0.5362 2.1541
H -0.9080 1.0180 1.3647
H 1.3699 0.3797 2.8735
H 1.4878 -0.8925 0.9578
H 1.2604 0.5726 0.0196
H 0.6188 -1.3986 -1.3643
H -0.4332 -2.0068 -0.0422

Cartesian forces (eV/Å) of the 3 atoms listed first:
C 0.027 0.206 0.063
C -0.071 -0.262 -0.557
C 0.038 -0.178 -0.241

---

(8)
The following is a DFT calculation (ωB97M-V/def2-TZVPD) of a single C5H10O molecule.

E_HOMO (spin up / spin down) ... -0.2665 / -0.2597 Ha
Energy above the lowest of the compared OMol25 structures with the same formula, charge and spin ... 3.595 eV

Geometry (Å):
C -2.5239 0.6275 0.7007
O -1.2302 0.6808 0.8277
C -0.3838 -0.2282 1.2022
C 1.0507 0.0370 0.8960
C 1.4706 -0.4986 -0.4886
C 0.5705 0.0122 -1.6123
H -3.0385 -0.3097 0.8795
H -0.4659 -0.3134 -1.4694
H -2.9971 1.5616 0.4432
H -0.7823 -1.2220 1.4076
H 1.2155 1.1218 0.9320
H 1.6918 -0.4094 1.6671
H 1.4429 -1.5960 -0.4681
H 2.5138 -0.2169 -0.6825
H 0.5625 1.1084 -1.6467
H 0.9034 -0.3550 -2.5884

Cartesian forces (eV/Å) of the 3 atoms listed first:
C -0.839 -0.208 -0.027
O 0.318 1.012 -0.239
C 0.496 -0.839 0.258

---

no.,strongest force on any atom (eV/Å)
1,1.6
2,0.7
3,3.6
4,0.5
5,2.8
6,2.5
7,0.6
8,1.1